Entry 1:
{
  "formula": "C10H34CsN11O4",
  "method": "ωB97M-V/def2-TZVPD",
  "symbols": ["Cs", "N", "C", "C", "N", "C", "C", "N", "H", "H", "H", "H", "H", "H", "H", "H", "H", "H", "H", "H", "H", "N", "C", "O", "C", "C", "H", "H", "H", "H", "H", "H", "N", "C", "C", "N", "H", "H", "H", "H", "H", "H", "H", "H", "N", "N", "C", "N", "N", "N", "O", "O", "H", "H", "H", "H", "H", "O", "H", "H"],
  "xyz": [[1.2158, 0.5343, -0.3856], [-0.0407, -0.7174, -3.2650], [-1.4028, -1.3917, -3.4187], [-1.6370, -2.6143, -2.5434], [-0.8602, -2.5781, -1.2904], [-0.6439, -3.9024, -0.6313], [0.8037, -4.3650, -0.6048], [1.8669, -3.4018, -0.1556], [-0.1192, 0.1822, -3.7555], [0.7114, -1.2236, -3.8415], [-1.6221, -1.6206, -4.4655], [-2.0862, -0.6078, -3.0334], [-1.3945, -3.5701, -3.0504], [-2.7092, -2.5876, -2.2872], [0.0894, -2.3307, -1.6148], [-1.1940, -4.7413, -1.0268], [-1.0659, -3.8150, 0.4142], [0.9697, -4.7297, -1.6195], [0.7962, -5.3038, 0.0053], [2.7591, -3.9445, -0.2243], [1.7238, -3.1964, 0.8116], [-5.1823, 2.2782, -0.5185], [-4.4805, 1.4915, 0.3269], [-4.1442, 0.3376, -0.0707], [-4.1637, 1.9876, 1.7999], [-2.9685, 2.7865, 1.4090], [-5.1907, 2.0323, -1.4960], [-5.0746, 3.2756, -0.3963], [-3.8742, 1.0993, 2.3748], [-5.1164, 2.3530, 2.2336], [-2.8568, 3.8275, 1.8025], [-2.1324, 2.3572, 0.8157], [4.1529, 1.5700, -2.0022], [3.6198, 2.7476, -2.6209], [3.1997, 3.9788, -1.6991], [2.1566, 3.6649, -0.7483], [4.7292, 1.8430, -1.2035], [4.7594, 1.0949, -2.6594], [2.6791, 2.4573, -3.1045], [4.3038, 3.1491, -3.3705], [2.9289, 4.7605, -2.4217], [4.1417, 4.3365, -1.3259], [1.4206, 4.3243, -0.7376], [2.5265, 3.6272, 0.1992], [-0.2648, -1.1209, 2.5209], [-0.2158, -0.7243, 3.7786], [0.9670, -0.2234, 4.1126], [1.0684, 0.0086, 5.4183], [1.6816, -0.0351, 3.0481], [3.0232, 0.4265, 3.1857], [3.4961, 0.6867, 4.3463], [3.5633, 0.5636, 2.0940], [0.5535, -0.7414, 2.0104], [-1.1275, -0.8290, 1.9788], [-1.0031, -0.9670, 4.3905], [0.5053, -0.6071, 6.0005], [1.9930, 0.3389, 5.7083], [-1.7232, -0.5922, 0.5149], [-1.4470, -1.3034, -0.1533], [-2.6643, -0.3358, 0.4412]],
  "forces_ev_per_a": [[-0.1560, -0.0191, 0.0565], [0.6779, -1.2317, -1.6155], [0.6786, 1.5160, 0.6520], [-0.0426, -0.7813, 0.4454], [1.4390, -0.5630, -0.7560], [-0.6139, 1.2537, 2.1858], [0.0397, -0.7572, 0.5181], [-0.0173, -1.4943, -1.4993], [-0.0254, -0.3807, 0.3348], [-1.5089, 0.7268, 1.0942], [-0.1458, 0.0426, 0.1632], [0.1761, -0.4152, -0.5038], [-0.2913, 0.4207, -0.1747], [0.3168, -0.3673, -0.1664], [-0.5279, 0.2320, 0.4331], [-0.4493, -0.0422, -0.7604], [0.6100, 0.0428, -0.8293], [0.7396, 0.3474, -0.1505], [0.0873, 0.6156, -0.2245], [-0.9626, 0.9280, 0.1716], [-0.1276, 0.1245, 0.7645], [-0.7050, 1.2121, -0.5016], [0.3330, -2.0324, 1.7455], [-0.0799, 1.1146, 0.3429], [-0.1479, -1.7957, -2.7497], [0.8018, 2.5038, 0.4805], [0.2139, -0.3588, 0.1546], [0.0513, -0.1571, 0.3664], [-0.4586, -0.3973, 0.0631], [0.9368, 0.6949, -0.1818], [0.0655, -0.9768, -0.4965], [-0.7906, 0.0485, 0.7248], [0.4726, -0.2191, 1.3277], [-1.6131, 1.5567, -0.2559], [0.8835, -1.3491, -1.9387], [0.9840, -0.7512, 0.5816], [0.0024, -0.2969, -0.2209], [-0.0149, -0.1089, 0.1577], [0.1359, 0.0817, -0.3624], [-0.0629, 0.1776, -0.1874], [-0.4123, -0.2227, 0.2549], [0.3644, 0.3059, 1.0625], [-0.7582, 0.7700, -0.0988], [-0.1130, 0.0150, -0.1988], [-2.2293, -2.1389, -4.7567], [0.1683, 0.6358, 1.7481], [-3.2143, -0.5046, 1.4985], [1.9319, 0.6542, 1.5162], [5.1609, 1.8170, -0.5587], [-1.8270, 0.0413, 1.4926], [-0.5146, -0.5786, -3.1902], [0.4612, 0.1502, 1.5098], [-1.2271, -0.5685, 0.8476], [0.9437, -0.2608, 0.6704], [0.9860, 0.3421, -0.3232], [0.5931, 0.5154, -0.0322], [-0.6964, -0.3835, 0.2605], [0.9098, -0.7107, -1.1308], [-0.9259, 0.7975, 0.8078], [-0.5054, 0.1796, -0.5683]],
  "lowdin_charge": [0.88, -0.07, -0.22, -0.22, -0.10, -0.22, -0.27, 0.01, 0.06, 0.10, 0.11, 0.12, 0.12, 0.13, 0.06, 0.10, 0.13, 0.10, 0.12, 0.09, 0.04, 0.11, -0.54, -0.08, -0.29, -0.22, 0.09, 0.09, 0.06, 0.10, -0.05, -0.04, -0.04, -0.31, -0.26, -0.03, 0.08, 0.07, 0.09, 0.10, 0.11, 0.10, 0.06, 0.08, -0.02, -0.02, -0.46, 0.17, 0.10, -0.37, 0.00, -0.02, -0.02, 0.06, 0.18, 0.12, 0.10, -0.20, 0.02, 0.00],
  "homo_lumo_gap_ev": 3.12,
  "homo_ev": -3.45,
  "relative_energy_kcal_mol": 81.8
}


Entry 2:
{
  "formula": "C10H34NO9",
  "method": "ωB97M-V/def2-TZVPD",
  "symbols": ["N", "H", "H", "H", "H", "C", "O", "O", "O", "O", "H", "H", "O", "H", "H", "O", "H", "H", "C", "C", "C", "O", "H", "H", "H", "H", "H", "H", "H", "H", "C", "C", "C", "O", "H", "H", "H", "H", "H", "H", "H", "H", "C", "C", "C", "O", "H", "H", "H", "H", "H", "H", "H", "H"],
  "xyz": [[20.4593, -17.1186, -16.6519], [20.9990, -16.5596, -15.9724], [21.0321, -17.1519, -17.5150], [19.5542, -16.5766, -16.9384], [20.2824, -18.0802, -16.2936], [17.0002, -15.8748, -16.7079], [18.1726, -15.7561, -17.3365], [15.9221, -15.9767, -17.3848], [16.9829, -15.7288, -15.3882], [16.7343, -19.6011, -15.9851], [16.6548, -20.5171, -15.6953], [17.2617, -19.1509, -15.2695], [19.4144, -13.5330, -15.6554], [18.8550, -14.2748, -16.0199], [20.3137, -13.8570, -15.7570], [21.7799, -15.1953, -14.9307], [22.7296, -15.0225, -14.9834], [21.5566, -15.1276, -13.9892], [22.3854, -21.2708, -15.3522], [21.3272, -20.2751, -14.9389], [21.9043, -19.0898, -14.2656], [20.5727, -19.8528, -16.0834], [22.8711, -21.6719, -14.4575], [23.1336, -20.7764, -15.9778], [22.0020, -22.1175, -15.9262], [20.6236, -20.7695, -14.2528], [22.4459, -19.3989, -13.3631], [21.1710, -18.3345, -14.0013], [22.7088, -18.6192, -14.8499], [20.3199, -20.6070, -16.6191], [21.1949, -16.0203, -20.9577], [22.1687, -15.9539, -19.7783], [21.8548, -14.8389, -18.8281], [22.0203, -17.1983, -19.0394], [20.9191, -15.0338, -21.3414], [20.2608, -16.5153, -20.7111], [21.7089, -16.5460, -21.7736], [23.2087, -15.7964, -20.0815], [22.5183, -14.8575, -17.9582], [20.8174, -14.8253, -18.4756], [22.0037, -13.8641, -19.3013], [22.2676, -17.8786, -19.6788], [19.1739, -16.4758, -12.6153], [18.2661, -17.6401, -12.9635], [16.8499, -17.4083, -12.4490], [18.2652, -17.7931, -14.3815], [19.0301, -16.0818, -11.5979], [18.9890, -15.6476, -13.3020], [20.2246, -16.7948, -12.6078], [18.6697, -18.5716, -12.5368], [16.0927, -18.0681, -12.8653], [16.5448, -16.3909, -12.7152], [16.8656, -17.4765, -11.3523], [17.7717, -16.9427, -14.7358]],
  "forces_ev_per_a": [[0.4983, 0.2607, -0.4642], [-0.5919, -0.2861, -0.1409], [-0.3426, -0.3928, 0.5316], [-1.0847, 0.1664, 0.4445], [-0.1478, 0.8343, -0.3617], [-1.5434, 0.9479, -0.6373], [0.7742, -0.5873, 0.6896], [1.6816, -0.1085, 1.0317], [0.7602, -0.9547, -0.5422], [0.5511, -0.1351, 0.7437], [-0.0125, 0.1465, 0.0046], [-0.4341, 0.0036, -0.7482], [-0.2480, -0.4726, -0.2104], [0.1247, 0.4185, 0.1413], [-0.0733, -0.0432, -0.0062], [0.5908, 0.0523, 0.3627], [-0.2097, -0.0182, 0.0383], [-0.1927, 0.0074, -0.3068], [0.4927, -0.1254, 0.0533], [-1.0059, -1.0589, -0.5640], [1.2468, 0.8186, 0.5305], [0.4573, 0.1904, 0.1749], [0.0807, 0.0027, -0.1312], [0.0378, -0.0052, 0.0791], [-0.2299, 0.0526, 0.0979], [0.0764, 0.0710, 0.0136], [-0.3982, -0.0783, 0.0938], [-0.2071, -0.0319, -0.0024], [-0.3818, -0.0198, -0.3064], [-0.1677, -0.0969, 0.0578], [0.7755, 0.3431, -0.6240], [-1.1562, 0.0600, 0.4037], [-0.3408, 0.8032, 0.5972], [1.0226, 0.2616, -0.7695], [0.2179, 0.0082, 0.1067], [0.0517, -0.1408, 0.2967], [-0.3819, -0.0826, -0.0339], [-0.0071, -0.4465, -0.2793], [-0.0359, -0.1199, -0.0212], [0.0135, -0.2706, -0.0473], [0.0835, -0.1366, -0.1365], [-0.2041, -0.2061, 0.3587], [0.4428, 0.3195, 0.8986], [-0.3857, -0.2787, -0.7919], [0.1453, 0.6417, 0.4876], [-0.0142, 0.1032, 0.5157], [-0.2799, -0.1804, -0.0890], [0.0925, -0.0615, -0.1596], [-0.0096, 0.1227, -0.4347], [-0.0471, 0.0619, -0.0381], [0.2139, -0.2795, -0.0590], [-0.0044, -0.0850, -0.0668], [-0.1964, -0.0649, -0.1046], [-0.0976, 0.0696, -0.6764]],
  "lowdin_charge": [0.25, 0.07, 0.07, 0.08, 0.08, -0.85, -0.22, -0.13, -0.17, -0.09, 0.00, 0.01, -0.11, 0.02, -0.03, -0.06, 0.06, 0.06, -0.06, -0.49, -0.06, -0.06, 0.08, 0.08, 0.08, 0.14, 0.09, 0.06, 0.09, 0.10, -0.05, -0.46, -0.07, -0.09, 0.08, 0.09, 0.07, 0.13, 0.08, 0.09, 0.09, 0.10, -0.07, -0.50, -0.06, -0.15, 0.07, 0.08, 0.05, 0.12, 0.08, 0.08, 0.07, 0.05],
  "homo_lumo_gap_ev": 4.37,
  "homo_ev": -2.37,
  "relative_energy_kcal_mol": 19.9,
  "total_charge": -1
}